(1)
{
  "formula": "C2H7N3",
  "method": "ωB97M-V/def2-TZVPD",
  "symbols": ["N", "C", "N", "C", "N", "H", "H", "H", "H", "H", "H", "H"],
  "coordinates": [[-1.498, -0.997, -1.016], [-0.187, -0.695, -1.265], [0.652, -0.125, -0.517], [0.314, 0.379, 0.782], [1.311, 1.375, 1.155], [-2.090, -1.255, -1.786], [-1.952, -0.536, -0.246], [0.179, -1.056, -2.219], [-0.674, 0.874, 0.813], [0.279, -0.471, 1.489], [2.169, 1.158, 0.662], [1.498, 1.348, 2.149]],
  "forces_ev_per_a": [[-0.21, 0.03, 0.21], [0.10, -0.19, -0.15], [0.46, 0.24, -0.04], [-0.33, -0.10, 0.22], [0.06, 0.03, 0.08], [0.05, 0.04, 0.01], [-0.08, -0.01, 0.02], [-0.09, -0.06, -0.18], [0.04, -0.14, -0.07], [-0.02, 0.16, -0.11], [-0.01, -0.04, 0.04], [0.02, 0.04, -0.03]],
  "energy_ev": -6657.4239,
  "lumo_ev": 1.0,
  "molar_mass_da": 73.1,
  "homo_ha": -0.3251,
  "homo_lumo_gap_ev": 9.8,
  "smiles": "N/C=N\\CN",
  "total_charge": 0
}


(2)
{
  "formula": "C2H7N3",
  "method": "ωB97M-V/def2-TZVPD",
  "symbols": ["H", "N", "C", "N", "H", "H", "H", "C", "N", "H", "H", "H"],
  "coordinates": [[2.435, 1.596, -1.666], [1.733, 1.280, -1.006], [0.784, 0.751, -1.665], [-0.502, 0.625, -1.220], [0.916, 0.457, -2.730], [-0.558, 0.764, -0.215], [-1.085, -0.114, -1.576], [-1.306, -1.731, 2.025], [-0.611, -0.686, 1.949], [-2.352, -1.852, 1.726], [-0.883, -2.753, 1.980], [0.367, -0.811, 1.699]],
  "forces_ev_per_a": [[0.46, -0.52, 0.20], [-0.56, 0.48, 0.21], [0.10, 0.11, -1.61], [0.45, -0.19, 0.97], [-0.26, 0.14, 0.46], [-0.36, -0.03, -0.05], [0.14, -0.03, -0.10], [0.87, -1.86, -1.80], [-1.03, 0.86, -0.96], [-0.43, 1.18, 1.23], [0.41, 0.27, 0.33], [0.22, -0.41, 1.14]],
  "energy_ev": -6656.2095,
  "lumo_ev": 0.9,
  "molar_mass_da": 73.1,
  "homo_ha": -0.3413,
  "homo_lumo_gap_ev": 10.2,
  "smiles": "[H]/N=C/N.C=N",
  "total_charge": 0
}